Computed, not measured: a cluster of 2 separate species, C4H12 in total at a distorted geometry, with ωB97M-V/def2-TZVPD.

Spin multiplicity: 1
HOMO energy (eV): -11.594
F_max (eV Å⁻¹): 1.55
Orbital gap (eV): 12.7666
SMILES: CC.CC
Net charge: 0
Energy above the lowest of the compared OMol25 structures with the same formula, charge and spin (eV): 0.272

```
16
C4H12 (ωB97M-V/def2-TZVPD)
C 0.92 -1.06 1.13
C 1.86 -2.25 1.25
H -0.13 -1.33 1.25
H 1.05 -0.35 1.95
H 0.94 -0.52 0.22
H 1.44 -3.04 1.87
H 2.03 -2.70 0.27
H 2.85 -1.94 1.60
C -1.33 0.90 -1.13
C -1.44 2.42 -1.26
H -1.94 0.55 -0.31
H -1.51 0.35 -2.05
H -0.33 0.62 -0.90
H -2.18 2.71 -1.99
H -0.50 2.82 -1.63
H -1.67 2.85 -0.30
```

***

Computed, not measured: a cluster of 2 separate species, C9H12Br3ClFO3S in total at a distorted geometry, with ωB97M-V/def2-TZVPD.

Spin multiplicity: 1
HOMO energy (eV): -13.072
F_max (eV Å⁻¹): 4.35
Orbital gap (eV): 7.2020
Net charge: +1

```
30
C9H12Br3ClFO3S (ωB97M-V/def2-TZVPD)
C 1.23 -2.06 0.94
C 1.65 -0.54 1.49
Br 1.45 -0.09 3.43
C 2.21 0.46 0.54
Br 2.36 -0.15 -1.40
S 2.80 2.19 0.94
Cl 2.77 3.22 -0.93
C 1.61 3.16 2.01
C 0.02 2.98 1.64
C -0.50 4.43 0.99
Br -1.11 2.75 3.32
H 0.55 -2.01 -0.03
H 0.58 -2.63 1.76
H 2.19 -2.75 0.79
H 1.87 4.31 1.95
H 1.79 2.87 3.16
H -0.16 2.07 0.94
H -1.41 4.19 0.28
H -0.85 5.15 1.87
H 0.36 4.97 0.38
C -2.90 -3.25 -2.61
C -1.61 -2.64 -3.04
O -0.74 -2.91 -1.96
C -1.21 -4.07 -1.41
O -0.57 -4.77 -0.64
O -2.47 -4.36 -1.84
F -1.72 -1.30 -3.16
H -3.49 -2.58 -1.98
H -3.51 -3.57 -3.46
H -1.19 -3.07 -3.96
```

***

Computed, not measured: a structure of composition C5H6O5Pm at a distorted geometry, with ωB97M-V/def2-TZVPD.

Spin multiplicity: 5
⟨S²⟩: 6.008
HOMO energy (alpha / beta) (eV): -13.405 / -13.409
F_max (eV Å⁻¹): 8.98
Orbital gap (alpha / beta) (eV): 8.0557 / 8.4545
Net charge: +1

```
17
C5H6O5Pm (ωB97M-V/def2-TZVPD)
H -4.30 -0.12 0.90
O -2.09 1.12 -0.83
C -3.32 0.28 1.18
C -2.68 1.15 0.20
H -3.26 0.56 2.24
H 1.69 -3.62 -0.81
C 1.59 -2.52 -0.76
C 0.80 -2.21 0.52
O 0.35 -0.86 0.42
C 1.02 0.34 0.73
O 0.73 1.13 1.81
O 1.36 0.87 -0.39
Pm 0.10 -0.07 -1.90
O 0.97 -2.01 -1.89
H 2.62 -2.12 -0.63
H 1.39 -2.33 1.44
H -0.13 -2.79 0.54
```

***

Computed, not measured: a structure of composition C35H52AsOP3SeTl at a distorted geometry, with ωB97M-V/def2-TZVPD.

Spin multiplicity: 1
HOMO energy (alpha / beta) (eV): -15.659 / -15.659
F_max (eV Å⁻¹): 2.85
Orbital gap (alpha / beta) (eV): 4.1493 / 4.1523
Net charge: +3
Energy above the lowest of the compared OMol25 structures with the same formula, charge and spin (eV): 0.000

```
94
C35H52AsOP3SeTl (ωB97M-V/def2-TZVPD)
Tl 0.23 -0.25 -4.14
P -1.43 -1.09 1.75
P 1.22 -2.45 -0.13
P -2.46 0.03 -0.76
H 0.60 -2.39 -7.34
C 0.25 -1.34 -7.36
C 0.89 -0.41 -6.60
H 1.82 -0.72 -6.09
C -2.49 -2.53 2.18
C -0.02 -1.50 2.85
C -2.25 0.20 2.79
C 1.92 -2.97 -1.74
C 2.79 -1.96 0.69
C 1.04 -4.15 0.57
C -2.65 0.30 -2.57
C -2.55 1.80 -0.29
C -4.21 -0.41 -0.35
H -0.45 -1.06 -8.17
H 0.63 0.65 -6.64
H -2.65 -2.54 3.27
H -1.99 -3.46 1.87
H -3.46 -2.46 1.67
H -0.31 -1.38 3.90
H 0.79 -0.79 2.63
H 0.34 -2.52 2.70
H -2.30 -0.17 3.82
H -3.26 0.41 2.43
H -1.65 1.11 2.78
H 2.60 -3.82 -1.56
H 2.47 -2.14 -2.22
H 1.11 -3.32 -2.40
H 3.25 -2.82 1.19
H 2.59 -1.17 1.41
H 3.48 -1.55 -0.06
H 2.03 -4.61 0.68
H 0.43 -4.78 -0.09
H 0.55 -4.13 1.55
H -3.65 0.72 -2.78
H -2.57 -0.66 -3.10
H -1.91 1.03 -2.96
H -3.41 2.27 -0.79
H -1.61 2.28 -0.61
H -2.65 1.93 0.80
H -4.89 0.35 -0.76
H -4.39 -0.48 0.72
H -4.49 -1.37 -0.80
C -2.36 -3.74 -3.15
C -1.43 -2.93 -3.83
C -1.47 -2.87 -5.21
C -2.41 -3.59 -5.94
C -3.38 -4.35 -5.26
C -3.35 -4.44 -3.86
Se -2.06 -4.00 -1.27
H -3.26 -3.17 -1.03
H -0.60 -2.49 -3.25
H -0.72 -2.29 -5.73
H -2.38 -3.57 -7.03
H -4.13 -4.91 -5.82
H -4.03 -5.10 -3.32
O 0.59 1.10 0.79
As 1.37 2.26 1.74
C 1.16 4.00 0.92
C 2.31 4.74 0.63
C 2.19 6.01 0.04
C 0.92 6.51 -0.26
C -0.23 5.77 0.03
C -0.11 4.51 0.63
C 0.59 2.25 3.53
C -0.33 3.24 3.86
C -0.99 3.18 5.10
C -0.70 2.16 6.00
C 0.30 1.22 5.70
C 0.97 1.28 4.47
C 3.24 1.76 1.93
C 3.94 1.34 0.79
C 5.25 0.88 0.92
C 5.86 0.86 2.18
C 5.18 1.33 3.30
C 3.87 1.82 3.17
H 3.29 4.33 0.88
H 3.09 6.60 -0.16
H 0.82 7.50 -0.71
H -1.23 6.17 -0.19
H -1.01 3.95 0.90
H -0.55 4.04 3.15
H -1.74 3.93 5.34
H -1.21 2.11 6.96
H 0.56 0.44 6.41
H 1.75 0.56 4.24
H 3.44 1.35 -0.18
H 5.79 0.53 0.04
H 6.89 0.50 2.28
H 5.65 1.34 4.28
H 3.34 2.20 4.04
```

***

Computed, not measured: the ion C7H13N2 with charge +1 at a distorted geometry, with ωB97M-V/def2-TZVPD.

Spin multiplicity: 1
HOMO energy (eV): -13.002
F_max (eV Å⁻¹): 1.82
Orbital gap (eV): 9.4292
Net charge: +1
Energy above the lowest of the compared OMol25 structures with the same formula, charge and spin (eV): 2.232

```
22
C7H13N2 (ωB97M-V/def2-TZVPD)
C 0.66 1.25 1.19
C -1.80 -1.28 0.17
C -1.78 -0.44 -1.11
C -1.00 -0.42 1.16
C -0.61 0.45 -0.94
C -0.02 1.28 -2.00
C 2.52 -0.39 0.97
N -0.17 0.45 0.31
N 1.83 0.79 1.46
H -2.81 -1.47 0.52
H -1.30 -2.23 0.01
H -1.70 -1.04 -2.02
H -2.68 0.18 -1.21
H -1.65 0.21 1.77
H -0.38 -1.01 1.83
H -0.75 1.48 -2.78
H 0.82 0.75 -2.46
H 0.37 2.22 -1.60
H 2.20 -1.27 1.53
H 3.59 -0.27 1.11
H 2.31 -0.54 -0.08
H 2.34 1.33 2.16
```

***

Computed, not measured: the molecule C3HBrClN at a distorted geometry, with ωB97M-V/def2-TZVPD.

Spin multiplicity: 1
HOMO energy (eV): -9.295
F_max (eV Å⁻¹): 9.85
Orbital gap (eV): 8.4885
SMILES: N#C/C(Br)=C/Cl
Net charge: 0
Energy above the lowest of the compared OMol25 structures with the same formula, charge and spin (eV): 1.323

```
7
C3HBrClN (ωB97M-V/def2-TZVPD)
C -0.02 1.49 0.01
C 0.68 -0.98 0.01
C -0.39 0.14 -0.04
N 0.07 2.62 -0.07
Cl 0.31 -2.55 0.02
Br -2.22 -0.25 0.02
H 1.57 -0.47 0.05
```